Arrangement a

DFT (ωB97M-V/def2-TZVPD) results for the molecule C6H9F2NO.

Geometry as XYZ:
```
19
C6H9F2NO ωB97M-V/def2-TZVPD
F 2.004 1.022 -0.867
C 1.828 -0.080 -0.047
F 2.998 -0.300 0.555
C 1.183 -1.210 -0.792
C -0.055 -1.206 0.106
O -1.208 -1.083 -0.549
C -1.991 -0.066 0.103
C -1.328 1.256 -0.127
N -0.068 1.444 0.682
C 0.655 0.253 0.881
H 1.621 -2.107 -0.968
H 0.864 -0.793 -1.658
H -0.034 -2.048 0.877
H -1.903 -0.315 1.158
H -2.873 -0.031 -0.403
H -1.033 1.167 -1.185
H -2.061 2.048 0.183
H 0.566 1.956 0.071
H 0.836 0.093 1.980
```

Summary:
**SMILES**: FC1(F)C[C@@H]2OCCN[C@@H]21
**HOMO**: -8.98 eV

---

Arrangement b

DFT (ωB97M-V/def2-TZVPD) results for C6H9F2NO as an isolated structure.

Geometry as XYZ:
```
19
C6H9F2NO ωB97M-V/def2-TZVPD
C -2.108 -0.913 0.767
C -1.085 0.159 0.357
C -0.161 -1.083 0.208
C -1.412 0.695 -1.023
C 1.872 0.280 0.961
C 0.996 -0.913 1.216
N -1.199 -1.994 0.615
O -3.280 -0.976 1.087
F 1.674 -2.111 1.360
F 0.413 -0.763 2.405
H -0.903 0.968 1.083
H 0.289 -1.424 -0.801
H -1.304 -0.116 -1.739
H -0.770 1.473 -1.270
H -2.421 1.076 -0.986
H 2.486 0.017 0.121
H 2.353 0.463 1.872
H 1.107 1.035 0.632
H -1.133 -2.647 1.385
```

Summary:
**HOMO**: -9.90 eV

---

Which of them is least stable? Easy: arrangement a.

---

Arrangement a

DFT (ωB97M-V/def2-TZVPD) results for the molecule C2H5NP2.

Geometry as XYZ:
```
10
C2H5NP2 ωB97M-V/def2-TZVPD
C -1.952 1.099 -0.107
P -1.486 -0.521 -0.143
N 0.159 -0.469 0.237
C 1.288 -1.203 -0.114
P 1.366 0.580 -0.318
H -1.185 1.925 0.251
H -3.049 1.415 -0.123
H 1.894 -1.828 0.538
H 1.168 -1.867 -1.125
H 1.797 0.869 0.904
```

Summary:
**SMILES**: C=PN1CP1
**HOMO**: -8.56 eV

---

Arrangement b

DFT (ωB97M-V/def2-TZVPD) results for a 2-piece molecular cluster, C2H5NP2 overall.

Geometry as XYZ:
```
10
C2H5NP2 ωB97M-V/def2-TZVPD
C -1.513 0.207 -0.593
C -1.183 0.231 0.671
N 2.360 0.204 -0.378
P 2.081 -1.439 -0.517
P 2.504 1.659 -0.026
H -2.222 0.772 -1.142
H -1.030 -0.596 -1.139
H -0.585 -0.500 1.197
H -1.822 0.909 1.255
H 1.411 -1.447 0.672
```

Summary:
**HOMO (spin up / spin down)**: -7.32 / -7.29 eV

---

Which of them is least stable? Easy: arrangement b.

---

Arrangement a

DFT (ωB97M-V/def2-TZVPD) results for a 2-piece molecular cluster, C4H7BO2 overall.

Geometry as XYZ:
```
14
C4H7BO2 ωB97M-V/def2-TZVPD
B 1.083 -0.122 -0.927
C -0.690 -0.213 2.437
C -1.566 0.155 -1.210
C -0.636 0.648 1.457
C -0.394 0.166 -0.572
O 2.169 0.530 -0.415
O 1.201 -1.050 -1.943
H -0.654 0.124 3.468
H -0.325 -1.261 2.290
H -2.493 0.324 -0.719
H -1.755 0.046 -2.236
H -0.795 1.821 1.510
H 2.932 0.021 -0.690
H 1.923 -1.190 -2.450
```

Summary:
**HOMO**: -9.27 eV

---

Arrangement b

DFT (ωB97M-V/def2-TZVPD) results for a 2-piece molecular cluster, C4H7BO2 overall.

Geometry as XYZ:
```
14
C4H7BO2 ωB97M-V/def2-TZVPD
B 0.771 0.501 -0.086
C 1.847 -0.205 0.462
C -1.719 -0.856 -0.055
C 0.275 1.605 -1.128
C -0.696 -1.116 0.987
O 2.801 -0.951 0.343
O -2.526 0.062 -0.139
H 1.528 0.043 1.552
H -1.593 -1.745 -0.764
H -0.845 1.457 -1.352
H 0.972 1.419 -1.944
H 0.483 2.609 -0.762
H -0.195 -2.037 0.924
H -1.105 -0.786 1.962
```

Summary:
**HOMO (spin up / spin down)**: -9.23 / -9.23 eV

---

Which of them is least stable? Easy: arrangement b.